DFT (wB97M-V/def2-TZVPD) results for C7H12F3O4P as an isolated structure in a non-equilibrium geometry.

```
! RIJCOSX wB97M-V def2-TZVPD def2/J DEFGRID3
* xyz -2 1
C 0.238 1.345 -0.907
C -1.132 -0.676 -0.283
C 1.162 -0.960 -1.222
C -0.260 1.182 2.485
C 0.215 -0.033 -0.359
C 0.848 -0.131 0.993
C 0.010 2.528 2.527
O -0.986 -1.878 2.557
O 1.567 -1.630 3.124
O 0.807 -2.993 1.098
O 1.996 0.276 1.141
F -0.854 3.369 3.749
F 1.115 2.997 2.975
F -0.257 3.227 1.397
P 0.361 -1.786 1.902
H 1.210 1.854 -0.826
H 0.188 1.413 -2.050
H -0.658 1.870 -0.500
H -2.007 0.043 -0.423
H -1.354 -1.297 0.594
H -1.309 -1.421 -1.000
H 0.970 -2.054 -0.996
H 0.903 -0.894 -2.319
H 2.159 -0.579 -1.233
H 0.076 0.567 3.275
H -1.326 0.948 2.260
H 2.153 -0.983 2.586
*
```

## Properties
- frontier orbital gap (eV) = 6.356
- LUMO energy (Eh) = 0.2146
- molecular weight (u) = 248.1
- HOMO (eV) = -0.5